DFT (ωB97M-V/def2-TZVPD) results for a molecular structure, C38H36B2N12O4Sc.

ORCA input file:
```
! wB97M-V def2-TZVPD RIJCOSX def2/J DEFGRID3
* xyz -1 1
Sc 0.02985 -0.99526 1.21474
C 0.80952 -4.84866 2.72562
C 0.05101 -3.72974 2.44977
N 0.54923 -3.08889 1.36895
N 1.59653 -3.85548 0.84102
C 1.76845 -4.90972 1.74826
B 1.72866 -3.83353 -0.62279
N 1.09805 -2.53187 -1.12387
C 0.61065 -2.51335 -2.36625
C 0.43275 -1.27406 -3.18830
C 2.00142 -0.22254 -0.83359
N 1.41678 -1.35092 -0.39263
N 3.23128 -4.05100 -1.02146
C 3.97990 -3.76600 -2.16255
C 5.24750 -4.35974 -2.00124
C 5.13611 -5.03698 -0.74516
N 3.91081 -4.92069 -0.22877
H 0.60348 -5.47000 3.59557
H -0.72245 -3.22444 2.99932
H 2.58396 -5.60593 1.62890
H 1.18328 -4.72626 -1.22458
H 0.29127 -3.50234 -2.75345
H -0.07339 -1.55611 -4.08929
H 3.06392 -0.05304 -0.67823
H 3.52388 -3.06121 -2.90441
H 6.10793 -4.24222 -2.69111
H 5.87090 -5.68712 -0.21768
C -3.67761 1.60006 -3.88363
C -2.52619 1.12516 -2.99875
C -1.71368 -0.02184 -3.32967
C -0.48933 -0.18574 -2.67878
C -0.15107 0.71228 -1.57654
N 1.28190 0.88963 -1.27701
C 2.05281 2.10011 -1.60013
C 2.93126 1.95555 -2.69220
C 3.35768 3.06339 -3.45166
C 2.88669 4.30013 -3.18166
C 3.20254 5.45854 -4.12273
C 2.17510 4.49472 -1.96144
C 1.97341 3.37143 -1.08949
N 1.87390 3.66573 0.26316
C 2.22955 4.87988 0.81969
C 2.47861 4.73434 2.15124
C 2.38244 3.33654 2.41837
N 1.98459 2.70124 1.26988
C -1.09965 1.52957 -0.98285
C -2.26047 1.82390 -1.82514
N -1.00840 2.01918 0.29263
C -1.61978 3.16550 0.83564
C -1.56191 3.02268 2.18608
C -0.85834 1.79889 2.45711
N -0.63841 1.16940 1.28689
H -3.16846 2.05744 -4.73853
H -4.26530 2.34385 -3.35071
H -4.31518 0.77320 -4.25868
H -2.11482 -0.67488 -4.13255
H 1.44599 -0.86331 -3.49785
H 3.27045 0.94646 -2.86192
H 4.19621 2.89470 -4.17002
H 3.35165 5.07984 -5.19893
H 4.15717 5.91452 -3.79608
H 2.31592 6.15958 -4.08346
H 1.73377 5.40294 -1.59169
H 2.36654 5.79795 0.23913
H 2.83291 5.44580 2.93793
H 2.64350 2.77796 3.36330
H -3.12284 2.45495 -1.49468
H -1.98562 4.04245 0.37794
H -1.73427 3.68646 3.00911
H -0.61452 1.39453 3.44112
B 3.14013 -0.06823 4.71311
C 2.09259 -0.33341 3.64455
N 1.23568 -0.45589 2.84497
H 3.83475 0.93563 4.32288
H 3.00582 0.32206 5.90686
H 3.76829 -1.07512 4.84130
O -1.78313 -1.31282 2.59847
C -2.44222 -1.54908 1.51082
O -1.91934 -1.71862 0.35698
C -3.95045 -1.66524 1.72479
C -4.73907 -2.18708 0.70658
C -6.11302 -2.25693 0.86246
C -6.71113 -1.65315 1.97190
O -8.01050 -1.53684 2.28404
C -8.09935 -0.83206 3.54316
O -6.72904 -0.63793 4.00168
C -5.92587 -1.06635 2.97931
C -4.56386 -1.12728 2.94190
H -4.35769 -2.79889 -0.09539
H -6.78644 -2.67970 0.04458
H -8.71850 -1.40467 4.27505
H -8.54287 0.11083 3.38986
H -3.91480 -0.93682 3.78087
*
```

Atom charges from the Löwdin analysis, given in e for atoms 1 to 4:
1. Sc 1.018
2. C -0.062
3. C -0.115
4. N -0.035

***

DFT (ωB97M-V/def2-TZVPD) results for 2 unconnected molecules or ions with the total composition C2H8NO.

ORCA input file:
```
! wB97M-V def2-TZVPD RIJCOSX def2/J DEFGRID3
* xyz 1 1
O -0.06300 -0.85860 1.89434
H -0.08325 -1.60232 2.52698
H -0.31215 -0.15698 2.50567
H -1.47941 0.86929 0.12878
C -0.76834 1.01881 -0.68454
C 0.52437 0.38203 -0.51597
N 0.82853 -0.78389 -0.95856
H -1.27318 0.61396 -1.57363
H -0.72359 2.07359 -0.95776
H 1.35064 0.91054 -0.05120
H 0.19592 -1.47057 -1.34444
H 1.80344 -0.99587 -0.96968
*
```

Atom charges from the natural (NBO) analysis, given in e for atoms 1 to 4:
1. O -0.970
2. H 0.496
3. H 0.481
4. H 0.303

***

DFT (ωB97M-V/def2-TZVPD) results for a molecular structure, C17H15HfN7O6S.

ORCA input file:
```
! wB97M-V def2-TZVPD RIJCOSX def2/J DEFGRID3
* xyz 2 1
Hf -0.38519 0.04668 0.11060
S 0.64813 4.01570 -2.05695
C 1.94981 2.96252 -2.38231
C 1.76347 1.72676 -1.83583
C 0.53404 1.60454 -1.12114
C -0.16317 2.79522 -1.17756
C -1.46907 2.95812 -0.55421
C -2.24808 4.10500 -0.66907
C -3.48724 4.15333 -0.06608
C -3.93794 3.04722 0.64937
C -3.11678 1.94874 0.72615
N -1.90166 1.88128 0.15025
H 2.78604 3.31108 -2.96820
H 2.48620 0.93140 -1.95974
H -1.87870 4.94632 -1.23914
H -4.10296 5.03852 -0.15257
H -4.90447 3.04021 1.13113
H -3.44197 1.07307 1.27312
O 1.22715 -0.05206 1.44771
C 2.39667 -0.53157 1.29817
C 2.80166 -1.38673 0.26172
C 4.15014 -1.81745 0.24583
C 4.55245 -2.66381 -0.73931
C 3.66981 -3.12537 -1.72396
C 2.35110 -2.72744 -1.72276
C 1.89412 -1.85194 -0.73793
O 0.63607 -1.45347 -0.73196
N 5.96326 -3.10949 -0.77081
O 6.68477 -2.68825 0.10441
O 6.27553 -3.85731 -1.66676
H 3.12569 -0.26173 2.06460
H 4.85903 -1.48332 0.99288
H 4.04985 -3.79783 -2.48179
H 1.65991 -3.07411 -2.47788
N -1.27833 -0.14509 2.58581
N -2.41790 -0.96638 2.72089
C -2.98646 -1.46644 1.60580
N -4.09859 -2.16423 1.65965
N -2.29353 -1.15210 0.50402
N -2.76170 -1.32195 -0.76570
O -1.99313 -0.74892 -1.55478
O -3.75181 -1.92554 -1.04809
H -0.51154 -0.53976 3.12596
H -1.48870 0.77702 2.96580
H -2.77776 -1.17325 3.64166
H -4.57657 -2.33571 2.53156
H -4.49166 -2.54148 0.80742
*
```

Atom charges from the natural (NBO) analysis, given in e for atoms 1 to 4:
1. Hf 2.474
2. S 0.543
3. C -0.374
4. C -0.227

***

DFT (ωB97M-V/def2-TZVPD) results for 2 unconnected molecules or ions with the total composition C9H13N4.

ORCA input file:
```
! wB97M-V def2-TZVPD RIJCOSX def2/J DEFGRID3
* xyz 1 1
C 3.21722 1.30855 0.07372
C 2.12013 1.96286 0.71813
C 3.19963 0.03540 -0.46265
C 1.01485 1.22909 1.07594
C 1.55662 -1.96337 -0.67786
C 1.98360 -0.66814 -0.33464
C 0.97262 -0.02912 0.45253
C -1.84734 0.54684 -1.19193
C -2.76119 -0.25413 -0.27466
N 0.36775 -2.10119 0.02479
N 0.03196 -0.99555 0.69103
N -1.16552 -0.81820 1.18762
N -3.64215 0.43948 0.47211
H 4.09174 1.92339 -0.19046
H 2.29136 3.01350 1.11371
H 3.97002 -0.36289 -1.09667
H 0.04043 1.54396 1.50985
H 2.05720 -2.66316 -1.34785
H -1.11566 1.16725 -0.67945
H -1.30862 -0.25266 -1.80343
H -2.48860 1.37948 -1.78454
H -2.86103 -1.30104 -0.68422
H -1.59823 -1.59972 1.49196
H -4.26169 -0.09152 1.04247
H -0.15823 -2.97223 0.13841
H -3.70687 1.52313 0.53611
*
```

Atom charges from the natural (NBO) analysis, given in e for atoms 1 to 4:
1. C -0.207
2. C -0.162
3. C -0.160
4. C -0.239

***

DFT (ωB97M-V/def2-TZVPD) results for 2 unconnected molecules or ions with the total composition C2H5ClO3.

ORCA input file:
```
! wB97M-V def2-TZVPD RIJCOSX def2/J DEFGRID3
* xyz 0 1
C 1.12082 1.36036 0.28734
O 0.70896 0.46538 -0.73394
C 0.36344 -0.73321 -0.24836
O 0.47890 -1.10262 0.87933
O -0.06486 -1.55969 -1.21526
H 0.27571 1.81029 0.70905
H 1.84078 2.06272 -0.25920
H 1.34958 0.72416 1.18242
H 0.07084 -1.18319 -2.17727
Cl -2.61597 -0.79775 0.38277
H -3.52820 -1.04646 1.19312
*
```

Results
**Structure (SMILES)**: COC(=O)O.Cl

Atom charges from the natural (NBO) analysis, given in e for atoms 1 to 4:
1. C -0.296
2. O -0.526
3. C 0.980
4. O -0.608

***

DFT (ωB97M-V/def2-TZVPD) results for a molecular structure, C48H38ClF3MnN5O4S2Sb.

ORCA input file:
```
! wB97M-V def2-TZVPD RIJCOSX def2/J DEFGRID3
* xyz 0 2
Mn -0.84314 0.75391 -0.27121
O 0.29994 0.72742 5.41947
C 1.45540 0.90323 4.81117
O 2.49021 0.99957 5.41939
C 1.44957 0.98668 3.30922
C 2.56620 1.27910 2.55188
Cl 4.09488 1.69277 3.16031
N 2.23797 1.24819 1.22994
N 0.91057 0.97442 1.10676
C 0.44204 0.80433 2.33977
C -1.01854 0.47940 2.49431
O -1.54209 0.46154 3.60711
O -1.64405 0.28403 1.40365
C 3.03649 1.51591 0.05836
C 2.36648 1.88232 -1.09529
C 3.06179 2.17753 -2.25500
C 4.44511 2.11161 -2.27696
C 5.11129 1.71287 -1.13007
C 4.42270 1.40447 0.03444
H -0.46544 0.63640 4.77371
H 1.29186 1.92172 -1.10208
H 2.50462 2.45150 -3.14109
H 4.99426 2.34675 -3.17843
H 6.18975 1.62454 -1.12986
H 4.98547 1.06513 0.88097
F -3.35009 -0.44727 -5.82152
C -2.43950 0.10001 -4.99368
F -2.14025 1.31377 -5.49101
F -1.33043 -0.65243 -5.08362
C -2.95573 0.17980 -3.58319
C -4.27163 -0.12780 -3.30039
C -4.73639 -0.08599 -1.98733
C -3.83263 0.22209 -0.99412
N -2.57289 0.55299 -1.26636
C -2.11517 0.57272 -2.53145
S -0.45461 1.05760 -2.57872
H -4.93511 -0.41652 -4.10405
H -5.75983 -0.32357 -1.74276
H -4.10892 0.22415 0.05351
C -0.95134 -4.65192 2.57003
C 0.30121 -5.15722 1.90711
C 0.80077 -6.41037 2.25294
C 1.93590 -6.92766 1.64915
C 2.59157 -6.19153 0.67541
C 2.10346 -4.94283 0.31918
C 0.96802 -4.41650 0.92511
Sb 0.20677 -2.47785 0.39521
C 1.65495 -2.02980 -1.11368
C 1.31009 -1.86769 -2.45191
C 2.26910 -1.59915 -3.41619
C 3.59964 -1.49768 -3.04117
C 3.95003 -1.62198 -1.70633
C 2.99323 -1.87051 -0.72642
C 3.42951 -1.98981 0.71027
C -1.48603 -3.20769 -0.70726
C -2.67847 -2.72678 -0.16392
C -3.91342 -3.22276 -0.56174
C -3.96445 -4.19937 -1.53881
C -2.78587 -4.68873 -2.08272
C -1.53829 -4.23312 -1.66623
C -0.31081 -4.91552 -2.20232
H -1.23088 -5.29060 3.40657
H -1.78896 -4.63219 1.86792
H -0.82699 -3.63605 2.95341
H 0.28707 -6.98752 3.01242
H 2.30463 -7.90263 1.93918
H 3.47564 -6.58526 0.19128
H 2.61308 -4.37996 -0.45521
H 0.27029 -1.92921 -2.75369
H 1.97347 -1.46974 -4.44901
H 4.36315 -1.29937 -3.78210
H 4.98680 -1.51041 -1.41125
H 4.41664 -1.54889 0.85237
H 3.48286 -3.03353 1.02851
H 2.73747 -1.48711 1.39330
H -2.64238 -1.95924 0.60298
H -4.82162 -2.84536 -0.11012
H -4.91572 -4.59804 -1.86809
H -2.83078 -5.47141 -2.83093
H -0.57238 -5.58412 -3.02191
H 0.16358 -5.51100 -1.42018
H 0.43772 -4.21335 -2.56314
S -2.74323 7.08611 0.51313
C -2.14832 5.40990 0.38204
C -2.89761 4.35679 0.88220
C -2.41310 3.06757 0.74749
N -1.24722 2.79031 0.15321
C -0.53008 3.80925 -0.32995
C -0.94236 5.12581 -0.24047
C -1.79590 7.59741 1.93481
C -2.32120 7.48160 3.21248
C -1.55131 7.90823 4.28514
N -0.33361 8.42546 4.16052
C 0.15544 8.53796 2.92951
C -0.52991 8.14540 1.78969
H -3.84335 4.53338 1.37388
H -2.95374 2.22006 1.14541
H 0.40554 3.55965 -0.80906
H -0.33194 5.91459 -0.65591
H -3.30843 7.07041 3.37111
H -1.93633 7.82627 5.29477
H 1.14748 8.96612 2.84544
H -0.08925 8.27432 0.81075
*
```

Results
**<S²>**: 1.175

Atom charges from the Löwdin analysis, given in e for atoms 1 to 4:
1. Mn 0.439
2. O 0.129
3. C -0.507
4. O 0.064

***

DFT (ωB97M-V/def2-TZVPD) results for a molecular structure, C2H2N3S2.

ORCA input file:
```
! wB97M-V def2-TZVPD RIJCOSX def2/J DEFGRID3
* xyz 1 1
C 1.44434 0.48610 0.09851
C 2.77376 0.74893 -0.00025
N -0.89858 0.13919 -0.07945
N -3.61867 -1.06899 0.08365
N 0.27997 0.33286 0.10100
S 3.90939 -0.46229 0.05744
S -2.27694 0.86899 0.06866
H 2.87314 1.82806 -0.24768
H -3.02202 -1.73156 0.58090
*
```

Atom charges from the natural (NBO) analysis, given in e for atoms 1 to 4:
1. C 0.464
2. C -0.480
3. N -0.417
4. N -0.349

***

DFT (ωB97M-V/def2-TZVPD) results for a gas-phase ion, CH4NO (charge +1).

ORCA input file:
```
! wB97M-V def2-TZVPD RIJCOSX def2/J DEFGRID3
* xyz 1 1
C -0.83753 -0.09075 -0.06285
N 1.60758 0.09917 -0.27789
O 0.40377 -0.04210 0.50399
H -1.53578 -0.45774 0.66936
H -1.12370 0.88532 -0.25077
H -0.96229 -0.50849 -1.03142
H 2.44796 0.11459 0.44958
*
```

Atom charges from the natural (NBO) analysis, given in e for atoms 1 to 4:
1. C -0.308
2. N 0.200
3. O -0.092
4. H 0.269

***

DFT (ωB97M-V/def2-TZVPD) results for a molecular structure, C34H30Cl3F3KN5O2S3Si.

ORCA input file:
```
! wB97M-V def2-TZVPD RIJCOSX def2/J DEFGRID3
* xyz -2 1
K 0.86706 1.03685 0.20220
Cl -0.09363 4.24763 7.03745
C 0.41687 3.27000 5.67047
C -0.05325 3.56032 4.39814
C 0.35360 2.78627 3.33391
Cl -0.28220 3.17214 1.74740
C 1.26275 1.67541 3.43719
O 1.63102 0.97608 2.46374
C 1.67540 1.45143 4.79023
Cl 2.76695 0.11493 5.07149
C 1.28232 2.21059 5.87146
H -0.73662 4.38149 4.23264
H 1.64701 1.97410 6.86169
N 3.36402 -1.76725 0.60402
C 3.03857 -1.77065 -0.73237
N 2.38550 -0.81501 -1.30477
C 2.22513 -1.04874 -2.64858
C 2.78881 -2.19370 -3.11004
S 3.55257 -3.03430 -1.80757
C 1.39606 -0.10541 -3.40584
C 1.11480 -0.17511 -4.73152
S 0.05032 1.11299 -5.16135
C 0.06681 1.64353 -3.50396
N 0.79630 0.92052 -2.71252
N -0.63511 2.73365 -3.06289
H 2.86787 -1.06339 1.14432
H 3.36253 -2.66895 1.05418
H 2.75564 -2.60847 -4.10242
H 1.44474 -0.90263 -5.45248
H -0.89150 3.38425 -3.78999
H -0.09084 3.19795 -2.31904
F 6.10832 5.46065 -2.76047
C 4.80620 5.21236 -2.41355
F 4.40091 6.32895 -1.78207
F 4.14405 5.15496 -3.58460
C 4.69291 3.96263 -1.58997
C 5.85462 3.27506 -1.29327
C 5.79682 2.11052 -0.54467
C 4.53679 1.68991 -0.14505
N 3.41275 2.32423 -0.42034
C 3.43260 3.48184 -1.12355
S 1.95949 4.32789 -1.40444
H 6.80442 3.65259 -1.64769
H 6.68282 1.54817 -0.28534
H 4.42927 0.77852 0.43774
C -0.16879 -3.38956 0.79306
C -1.29975 -3.12168 -0.20442
C -2.21091 -4.33931 -0.27727
C -0.67829 -2.87025 -1.58101
Si -2.12183 -1.46792 0.31223
O -1.07809 -0.30661 0.44393
C -3.41316 -1.07539 -1.03819
C -4.49667 -1.87674 -1.40170
C -5.36754 -1.50894 -2.41989
C -5.16902 -0.31608 -3.10317
C -4.10094 0.50009 -2.75693
C -3.23717 0.12156 -1.73738
C -3.08321 -1.72279 1.93743
C -2.89345 -0.74029 2.91391
C -3.55188 -0.79692 4.13606
C -4.41786 -1.84628 4.41222
C -4.62105 -2.83498 3.45873
C -3.95834 -2.76788 2.23971
H 0.45224 -4.23193 0.45137
H -0.55729 -3.63853 1.78490
H 0.46484 -2.50745 0.90108
H -1.64309 -5.21846 -0.61534
H -3.03251 -4.19158 -0.98648
H -2.63793 -4.58387 0.70141
H -0.02838 -3.70847 -1.87149
H -0.07758 -1.96000 -1.57135
H -1.44604 -2.75508 -2.35129
H -4.68026 -2.80849 -0.87264
H -6.20272 -2.15086 -2.67935
H -5.84566 -0.02395 -3.89898
H -3.93446 1.43552 -3.27936
H -2.40156 0.75740 -1.46440
H -2.20516 0.06845 2.69333
H -3.38172 -0.02135 4.87388
H -4.93055 -1.89478 5.36680
H -5.29497 -3.65965 3.66559
H -4.14078 -3.55174 1.50706
*
```

Atom charges from the Löwdin analysis, given in e for atoms 1 to 4:
1. K 0.576
2. Cl 0.564
3. C -0.703
4. C -0.165

***

Calculated total energy in eV, matching the order above: -88112.5670, -5734.2936, -52713.1728, -15493.9834, -20819.6815, -146238.4593, -28229.2758, -4625.9360, -149726.5740
Relative energy (zero: lowest compared OMol25 entry of this formula, charge and spin) in kJ/mol, matching the order above: 644.8, 57.0, 34.2, 411.3, 9.9, 30.8, 704.1, 538.2, 111.7